Record 1
Density functional theory data (wB97M-V/def2-TZVPD) for a structure of composition C51H54AsBrGe2N5O6SSiTl in a non-equilibrium geometry.

```
123
Properties=species:S:1:pos:R:3:lowdin_spin:R:1
Tl -0.44994 -0.25267 0.02206 0.085
Br -8.70287 2.83856 1.56650 0.000
As -0.92689 4.62495 -0.96418 0.001
Ge 0.31558 -3.35417 -3.41080 0.076
Ge 0.53607 -0.81623 -3.17809 0.424
S 0.38007 3.08135 -1.37795 0.005
Si 1.27363 -3.01813 2.27506 0.001
O 1.54475 -1.58150 1.51572 0.006
O 2.24555 -0.43713 -0.98975 0.039
O -2.22497 -0.67371 2.00981 0.017
O 4.80972 1.08256 -0.66886 0.000
O 3.57255 -0.73255 3.52478 0.000
O 5.12792 1.46841 2.24933 0.000
N -3.05646 3.52485 5.41450 0.000
N -2.71081 0.39000 -1.58796 0.002
N -4.23211 3.96335 5.48203 0.000
N -6.51777 1.19548 -3.02416 0.000
N -0.26385 1.27007 2.27666 0.017
C -0.62005 1.18992 -5.06895 0.024
C -5.05442 -0.02739 -1.55345 0.000
C -0.37703 5.91782 0.40526 0.000
C 2.64634 -4.19645 1.67828 0.000
C 3.51816 -0.36298 2.35275 0.000
C -6.53983 3.35013 5.06726 0.000
C 4.13112 0.59004 0.20603 0.001
C -5.24096 3.61955 4.61364 0.000
C -2.77778 2.38644 4.72493 0.000
C 0.66435 3.09035 3.49705 0.000
C -5.26729 0.95860 -2.52323 0.000
C -1.60321 1.76508 -5.85284 -0.001
C -3.69974 1.33379 4.57225 0.000
C 3.43766 -6.16216 0.51293 0.000
C 2.34367 -0.25440 -3.79320 0.067
C 2.89540 -0.24534 0.05530 0.002
C 4.75122 -5.78000 0.72259 0.000
C 4.40194 0.66881 1.69711 0.000
C -1.33304 1.26416 3.08543 0.001
C 2.61778 -0.78956 1.33354 0.001
C -2.73620 4.13468 -0.38791 0.000
C -4.15025 1.65406 -2.99641 0.000
C -0.46105 3.17500 4.27748 0.000
C 2.79931 1.03787 -3.56795 0.011
C -2.96249 -0.18313 -5.56822 -0.001
C 0.69355 2.14454 2.46595 0.001
C 5.00067 0.40514 -4.27627 0.008
C 0.30722 -4.27961 -5.22274 0.030
C -3.76587 -0.27013 -1.12638 0.001
C -1.51295 2.26554 4.07206 0.000
C -0.78047 -0.08386 -4.52977 0.085
C 4.55719 -0.88764 -4.49558 0.002
C -7.30748 3.20730 2.81350 0.000
C -7.56354 3.12516 4.17103 0.000
C 2.39968 -5.38477 0.99700 0.000
C 5.01795 -4.60852 1.41087 0.000
C -3.45983 0.26982 3.75405 0.001
C -2.33655 0.21836 2.88339 0.002
C -5.02807 3.74414 3.22614 0.000
C -2.78115 1.08091 -6.10800 0.024
C 1.69299 -4.35356 -2.35419 0.004
C -1.20910 5.83938 -2.48885 0.000
C -1.97723 -0.74915 -4.78238 0.026
C 3.97518 -3.82652 1.87233 0.000
C -0.45812 -3.43490 1.61732 0.001
C -2.90480 1.33317 -2.49614 0.001
C 1.30368 -2.89904 4.17071 0.000
C -6.05122 3.53930 2.33287 0.000
C -1.44876 -3.85124 -2.57353 0.000
C 4.11873 1.36684 -3.81290 -0.001
C 3.23696 -1.21374 -4.24355 0.020
H -3.26325 5.00935 -0.01151 0.000
H -1.03393 6.78543 0.35213 0.000
H -0.57096 3.92095 5.05184 0.000
H 2.12607 1.77206 -3.14538 0.001
H 1.28773 -4.20086 -5.68098 0.000
H 0.65563 6.22456 0.23146 0.000
H -7.30157 0.86422 -2.48555 0.000
H 5.56597 -6.37999 0.33929 0.000
H -0.42395 -3.84899 -5.90030 0.000
H -3.28358 3.70233 -1.22638 0.000
H 1.28921 -5.29934 -2.00013 0.001
H -4.26550 2.41819 -3.74966 0.000
H 1.18790 -3.86915 4.64239 0.000
H -4.03796 3.98596 2.86227 0.000
H -0.45721 -3.67268 0.55709 0.000
H -3.88004 -0.72266 -5.76228 -0.001
H -1.45418 2.75407 -6.26786 -0.001
H -5.87609 3.60984 1.26864 0.000
H 0.08057 -5.33236 -5.08169 0.004
H 1.51464 2.11611 1.76412 0.000
H -6.65619 2.05593 -3.52681 0.000
H -0.89623 -4.27093 2.15340 0.000
H -6.71722 3.26446 6.12955 0.000
H -0.44840 5.47013 1.39607 0.000
H 3.22314 -7.06285 -0.04726 0.000
H 1.37696 -5.69638 0.84288 0.000
H -0.25362 6.31382 -2.73075 0.000
H -4.16381 -0.54713 3.69389 0.000
H -1.55637 5.28804 -3.36377 0.000
H 1.51348 3.73655 3.65374 0.000
H -3.55051 -1.00414 -0.35960 0.000
H -1.94021 6.60305 -2.22620 0.000
H 5.24611 -1.64447 -4.84701 0.000
H -2.13084 -1.73153 -4.35335 0.001
H -3.55735 1.53176 -6.71400 0.002
H -2.66325 3.38595 0.40273 0.000
H 4.19479 -2.90595 2.38966 0.000
H -1.11689 -2.58289 1.76785 0.001
H -1.38700 -4.80932 -2.06302 0.000
H 2.88800 -2.23306 -4.37938 0.005
H 0.50788 -2.25140 4.52604 0.000
H -8.55221 2.86834 4.52360 0.000
H -4.59520 1.34540 5.18207 0.000
H 6.04070 -4.29555 1.57431 0.000
H -2.01473 1.85647 -2.82561 0.000
H -5.89465 -0.57649 -1.15380 0.000
H 2.24596 -2.47240 4.49737 0.000
H 2.57970 -4.56031 -2.94588 0.000
H 1.99656 -3.77338 -1.49020 0.000
H 0.29192 1.73303 -4.85837 0.001
H -1.75336 -3.09600 -1.85040 0.000
H -2.21851 -3.92529 -3.33840 0.000
H 4.47192 2.36806 -3.61552 0.000
H 6.04137 0.65377 -4.43446 0.001
```

Output
- total charge = -1
- E_tot (eV) = -340820.539
- multiplicity = 2
- ⟨S²⟩ = 0.7551
- ΔE to the lowest compared entry with this formula, charge and spin (eV) = 0.000
- Kohn-Sham gap (spin up / spin down) (eV) = 6.392 / 5.879

Record 2
Density functional theory data (wB97M-V/def2-TZVPD) for a structure of composition C16H26Cl3GeN4O6Pm in a non-equilibrium geometry.

```
57
Properties=species:S:1:pos:R:3:lowdin_spin:R:1
Pm 0.89740 -0.07207 0.54656 4.032
Ge 4.15138 -2.53229 1.15888 0.000
Cl 4.23362 -4.65338 0.77369 0.000
Cl 1.75797 -2.68164 2.02478 -0.004
Cl 3.21016 -1.76083 -0.97029 -0.003
O 1.88189 2.98121 3.48355 0.000
O 1.93749 2.14311 0.52062 -0.005
O -0.91801 -1.43778 0.41036 -0.004
O 0.27970 0.44863 2.97367 -0.002
O 2.86744 0.66582 1.81289 -0.003
O 1.73233 -0.48029 4.39577 0.000
N 0.04831 -0.10049 -4.36406 0.001
N 0.40237 -0.02903 -1.95501 -0.004
N -0.83557 1.80078 0.06329 0.004
N -1.80279 -3.49449 0.44899 0.000
C -2.07269 1.74568 0.59186 0.274
C 1.71300 1.88022 4.38765 0.000
C -1.88300 -4.72142 1.23818 0.000
C -2.57880 0.78726 1.59851 0.049
C 0.32686 3.26802 -1.58158 0.052
C -1.33303 0.03220 -4.88575 0.000
C 1.15034 -0.42096 -5.32681 0.000
C 2.65848 1.87290 1.50395 -0.001
C -2.88185 2.79412 0.05530 0.151
C 0.28068 -0.09903 -3.11198 0.001
C -0.85270 2.86593 -0.79453 0.289
C -1.76573 -3.59188 -1.02065 0.000
C 2.98291 2.94288 2.56897 0.000
C 1.14774 0.55899 3.81433 0.000
C -1.33378 -2.42452 1.05674 0.001
C -2.11026 3.50607 -0.80511 0.109
H -0.00765 3.66972 -2.47681 0.006
H 1.43685 -1.31775 3.99368 0.000
H -1.84665 0.49078 2.34844 0.007
H -2.92725 -4.86230 1.61391 0.000
H -0.96497 -4.30070 -1.22828 0.000
H 0.85063 -1.37444 -5.82355 0.000
H -1.36648 0.75517 -5.67255 0.000
H 1.38687 0.37502 -6.05295 0.000
H -1.49996 -2.62792 -1.38595 0.000
H -3.93046 2.97764 0.26942 0.004
H 3.11800 3.93282 2.14841 0.000
H 2.00225 -0.59970 -4.65674 0.000
H 0.85987 4.06364 -1.07171 0.022
H -1.99820 0.35825 -4.09804 0.000
H 3.84448 2.62709 3.14512 0.000
H -1.20296 -4.68302 2.11045 0.000
H -1.68836 -0.94447 -5.18639 0.000
H 1.01094 2.39762 -1.70530 0.003
H -2.76745 -0.15890 1.11122 0.020
H 2.65114 1.58771 4.84380 0.000
H -1.55659 -5.52960 0.57804 0.000
H -3.50336 1.11748 1.98900 0.001
H -2.24046 4.40371 -1.33091 0.002
H 1.03362 2.19213 5.17507 0.000
H -1.22925 -2.39117 2.13760 0.000
H -2.75649 -3.95257 -1.38774 0.000
```

Output
- total charge = +1
- E_tot (eV) = -145897.728
- multiplicity = 6
- ⟨S²⟩ = 8.7645
- ΔE to the lowest compared entry with this formula, charge and spin (eV) = 0.864
- Kohn-Sham gap (spin up / spin down) (eV) = 8.830 / 6.949

Record 3
Density functional theory data (wB97M-V/def2-TZVPD) for an isolated molecule of C33H33Cl2F9N2O4 in a non-equilibrium geometry.

```
83
Properties=species:S:1:pos:R:3:mulliken_charge:R:1
Cl 2.72811 2.96246 0.59953 -0.216
Cl 4.27669 2.13055 -1.97025 -0.140
F -7.87624 -2.79469 -0.74296 -0.279
F -10.28980 -2.09594 -0.34175 -0.254
F -6.64842 -1.03781 0.90586 -0.325
F -6.08398 -1.11300 -2.23887 -0.311
F -7.12182 1.03259 0.28704 -0.320
F -8.32771 -2.11360 -2.71943 -0.294
F -10.31574 -0.88657 -2.10542 -0.253
F -9.55036 -0.05777 -0.26254 -0.231
F -7.56178 0.44050 -2.13360 -0.305
O 5.62525 -3.24595 -1.99374 -0.578
O -0.48051 4.40268 0.81195 -0.624
O 0.62998 2.45276 2.59416 -0.502
O 0.72928 -2.17744 3.25801 -0.564
N -0.87858 2.90214 -0.87596 0.141
N 3.47554 -2.50586 -3.64146 -0.678
C -3.01378 -0.91781 1.61610 -0.609
C -1.10994 3.43688 0.41457 0.248
C 3.56066 -3.30479 2.67021 -0.321
C 2.79000 -1.52482 1.11017 0.525
C 2.77034 -3.01450 1.38257 -1.267
C -3.10446 0.44313 1.40934 0.177
C 4.90654 -1.76948 -0.17305 -1.903
C 3.97792 -1.62010 -2.57880 -0.617
C -2.22091 2.89698 -1.56287 -0.982
C 4.27190 -2.38369 3.38621 -0.727
C -0.71949 -0.70210 2.06697 0.786
C -9.60750 -1.16402 -1.00398 0.673
C -8.19443 -1.69316 -1.43908 0.504
C -5.03299 0.20745 -0.23309 -1.498
C -7.06194 -0.62550 -1.45962 0.650
C 0.53045 1.38419 2.03144 -0.616
C 1.77489 -0.74203 1.61757 0.879
C 4.90176 1.14042 -0.58726 -0.902
C -0.02078 3.79006 -1.67531 -0.961
C -0.79287 0.65522 1.86573 0.910
C 0.61610 -1.32104 2.40400 -0.792
C -6.53251 -0.12203 -0.08731 0.987
C -1.82571 -1.50887 1.94141 -0.992
C -2.12725 2.78437 1.35680 -0.751
C 4.51158 -2.51278 -1.46037 0.346
C -4.49291 0.94909 1.02466 -0.480
C 1.71845 0.63113 1.44796 0.120
C -1.99859 1.27982 1.54757 -0.138
C 7.32177 1.67705 -0.28411 -1.265
C 5.90302 1.93415 0.28900 -0.329
C 3.78439 0.48928 0.20971 0.758
C 2.74601 1.22532 0.76161 1.873
C 3.79767 -0.88412 0.38382 0.069
H 3.13622 -1.02177 -2.21225 0.426
H 3.97942 -2.08483 4.39491 0.252
H -3.11563 3.08208 1.00195 0.312
H 3.72587 -3.23886 -1.23005 0.157
H 5.84602 1.62649 1.33605 0.343
H 3.53084 -4.33883 3.03412 0.379
H -2.00731 3.25496 2.33556 0.428
H -3.90045 -1.53418 1.49274 0.563
H -1.68955 -2.57545 2.09008 0.567
H -0.52325 4.76376 -1.78460 0.419
H 4.74018 -0.91878 -2.95167 0.216
H 1.75762 -3.37888 1.54478 0.656
H 5.09247 -2.53067 0.59523 0.236
H -4.44237 -0.67124 -0.49007 0.618
H -5.15538 0.75051 1.87420 0.539
H -4.97097 0.88956 -1.09153 0.383
H 4.22740 -2.78916 -4.25423 0.237
H 8.07346 2.34388 0.13825 0.415
H -2.04073 3.11319 -2.61594 0.458
H -2.72518 1.93285 -1.46032 0.157
H 5.69401 3.00040 0.17188 0.366
H 0.93690 3.99122 -1.20220 0.209
H 5.85411 -1.25127 -0.32965 0.403
H 3.20691 -3.61418 0.57514 0.175
H 7.25018 1.82989 -1.36808 0.282
H -4.51851 2.01101 0.79914 0.019
H 5.47479 0.35722 -1.07404 0.224
H -2.82841 3.73040 -1.18348 0.373
H 5.37219 -4.17222 -1.96928 0.411
H 2.74739 -2.03464 -4.15997 0.227
H 7.57144 0.61927 -0.14100 0.299
H 0.18574 3.34745 -2.65242 0.331
H 5.15728 -1.89784 2.96365 0.298
```

Output
- E_tot (eV) = -95426.489
- multiplicity = 1
- SMILES = C=CCc1c(C[C@H](O)CN)c([C@@H](Cl)CC)c(Cl)c2c1C(=O)c1ccc(CCC(F)(F)C(F)(F)C(F)(F)C(F)(F)F)c(CC(=O)N(C)C)c1C2=O
- Kohn-Sham gap (eV) = 7.431